Formula: C54H120F12N4O31S4
Source: the Open Molecules 2025 dataset
Level of theory: ωB97M-V/def2-TZVPD

Its highest occupied orbital energy is -5.5 eV. The total charge is -2. The spin multiplicity is 1. The LUMO energy is 2.25 eV. Its orbital gap is 7.7 eV. For the molar mass, the calculation gives 1677.79 g/mol. The total energy comes out at -203307.0238 eV.

Last column: Mulliken charge in e.
Element x y z (Å)
C (2.29, 1.74, -2.34)  0.60
F (1.65, 2.83, -1.89)  -0.24
F (1.65, 1.32, -3.43)  -0.22
F (3.51, 2.11, -2.67)  -0.20
S (2.30, 0.41, -0.91)  1.04
O (3.15, -0.65, -1.38)  -0.59
O (2.75, 1.10, 0.31)  -0.60
N (0.65, 0.01, -0.92)  -0.37
S (0.55, -1.04, 0.21)  0.94
O (-0.32, -2.16, -0.18)  -0.69
O (1.71, -1.45, 1.01)  -0.60
C (-0.51, -0.17, 1.53)  0.64
F (0.09, 1.00, 1.81)  -0.24
F (-1.75, 0.07, 1.03)  -0.24
F (-0.59, -0.94, 2.64)  -0.23
C (12.88, -2.67, -4.78)  0.68
F (12.03, -1.57, -4.99)  -0.24
F (13.98, -2.46, -5.54)  -0.22
F (13.09, -2.72, -3.49)  -0.21
S (12.02, -4.33, -5.31)  1.01
O (13.00, -5.13, -6.08)  -0.71
O (11.69, -5.07, -4.13)  -0.58
N (10.74, -3.93, -6.42)  -0.45
S (9.63, -3.42, -5.35)  1.03
O (10.07, -2.91, -4.06)  -0.57
O (8.69, -2.50, -5.97)  -0.70
C (8.58, -5.04, -4.95)  0.66
F (8.64, -5.14, -3.63)  -0.24
F (7.28, -4.93, -5.28)  -0.23
F (9.12, -6.16, -5.47)  -0.24
C (-0.40, 4.91, -8.42)  -0.82
O (-1.46, 4.06, -8.70)  -0.20
C (-1.54, 3.79, -10.10)  -0.55
C (-2.59, 2.72, -10.32)  -0.73
O (-2.47, 1.58, -9.46)  -0.24
C (-1.48, 0.69, -10.05)  -0.34
C (-0.96, -0.35, -9.07)  -0.65
O (-2.06, -0.75, -8.23)  -0.23
C (-1.77, -1.99, -7.51)  -0.69
H (-0.40, 5.81, -9.03)  0.31
H (0.65, 4.60, -8.46)  0.33
H (-0.52, 5.21, -7.38)  0.24
H (-0.62, 3.52, -10.61)  0.29
H (-1.86, 4.75, -10.48)  0.47
H (-2.64, 2.48, -11.39)  0.38
H (-3.57, 3.18, -10.22)  0.40
H (-0.67, 1.23, -10.55)  0.30
H (-2.00, 0.13, -10.82)  0.25
H (-0.08, -0.09, -8.48)  0.35
H (-0.61, -1.23, -9.61)  0.36
H (-1.18, -2.63, -8.16)  0.30
H (-2.71, -2.46, -7.21)  0.18
H (-1.17, -1.89, -6.60)  0.29
C (5.87, 10.52, -4.03)  -0.71
O (6.27, 11.21, -5.23)  -0.31
C (5.25, 11.42, -6.16)  -0.46
C (5.74, 12.39, -7.22)  -0.33
O (4.87, 12.93, -8.22)  -0.37
C (5.42, 14.00, -8.95)  -0.56
C (5.73, 13.49, -10.37)  -0.61
O (6.85, 12.53, -10.37)  -0.30
C (6.95, 11.89, -11.63)  -0.75
H (5.49, 9.56, -4.37)  0.32
H (5.24, 11.15, -3.40)  0.28
H (6.78, 10.28, -3.49)  0.25
H (4.34, 11.78, -5.69)  0.37
H (5.06, 10.53, -6.75)  0.27
H (6.54, 11.85, -7.73)  0.26
H (6.26, 13.20, -6.70)  0.31
H (6.39, 14.32, -8.58)  0.32
H (4.77, 14.87, -8.97)  0.36
H (6.06, 14.29, -11.03)  0.39
H (4.88, 13.11, -10.94)  0.41
H (6.06, 11.31, -11.87)  0.32
H (7.87, 11.32, -11.76)  0.26
H (7.01, 12.62, -12.45)  0.30
C (-8.42, -7.42, 3.14)  -0.72
O (-9.53, -7.90, 2.46)  -0.30
C (-9.56, -9.27, 2.10)  -0.58
C (-10.67, -9.55, 1.07)  -0.58
O (-11.93, -9.64, 1.77)  -0.21
C (-13.03, -9.54, 0.85)  -0.38
C (-14.34, -9.65, 1.69)  -0.76
O (-14.47, -8.81, 2.89)  -0.38
C (-13.72, -9.20, 3.98)  -0.55
H (-8.57, -6.35, 3.28)  0.24
H (-7.58, -7.55, 2.47)  0.31
H (-8.25, -7.96, 4.08)  0.27
H (-9.63, -9.78, 3.06)  0.33
H (-8.62, -9.59, 1.63)  0.47
H (-10.45, -10.39, 0.41)  0.31
H (-10.86, -8.64, 0.50)  0.34
H (-12.81, -10.22, 0.03)  0.37
H (-13.01, -8.49, 0.54)  0.34
H (-14.37, -10.68, 2.04)  0.38
H (-15.18, -9.57, 1.00)  0.38
H (-14.38, -9.04, 4.83)  0.24
H (-12.77, -8.67, 4.04)  0.18
H (-13.49, -10.26, 3.90)  0.30
C (10.15, -3.09, 3.73)  -0.79
O (9.83, -2.03, 4.59)  -0.26
C (8.76, -1.25, 4.07)  -0.58
C (9.01, 0.17, 4.58)  -0.38
O (9.57, 0.08, 5.97)  -0.31
C (9.42, 1.31, 6.71)  -0.63
C (9.98, 2.56, 5.92)  -0.51
O (11.31, 2.37, 5.63)  -0.30
C (12.16, 3.49, 5.26)  -0.67
H (10.49, -2.59, 2.82)  0.34
H (9.30, -3.68, 3.40)  0.32
H (10.81, -3.85, 4.15)  0.22
H (7.74, -1.52, 4.35)  0.30
H (8.69, -1.15, 2.99)  0.36
H (8.07, 0.71, 4.51)  0.39
H (9.67, 0.66, 3.86)  0.24
H (9.94, 1.33, 7.67)  0.33
H (8.36, 1.41, 6.94)  0.38
H (9.77, 3.51, 6.41)  0.46
H (9.39, 2.64, 5.00)  0.34
H (12.32, 3.54, 4.18)  0.25
H (13.15, 3.23, 5.66)  0.21
H (11.73, 4.40, 5.66)  0.31
C (-4.43, -13.26, 5.85)  -0.77
O (-3.64, -13.81, 4.75)  -0.32
C (-2.46, -14.51, 5.20)  -0.43
C (-1.59, -14.81, 3.94)  -0.67
O (-1.00, -13.70, 3.27)  -0.34
C (-1.78, -12.55, 2.88)  -0.40
C (-0.85, -11.68, 2.11)  -0.52
O (-0.73, -12.21, 0.76)  -0.29
C (-0.05, -11.34, -0.13)  -0.75
H (-4.81, -13.96, 6.59)  0.30
H (-5.36, -12.81, 5.51)  0.25
H (-3.82, -12.45, 6.24)  0.33
H (-2.63, -15.50, 5.62)  0.40
H (-1.87, -13.87, 5.86)  0.33
H (-2.23, -15.34, 3.24)  0.34
H (-0.78, -15.49, 4.20)  0.37
H (-2.23, -12.05, 3.73)  0.32
H (-2.70, -12.72, 2.32)  0.34
H (0.02, -11.75, 2.77)  0.28
H (-1.31, -10.70, 1.97)  0.37
H (0.93, -11.09, 0.27)  0.32
H (-0.59, -10.41, -0.33)  0.30
H (0.04, -11.83, -1.10)  0.24
C (-9.92, 0.35, -2.89)  -0.82
O (-8.90, -0.35, -3.58)  -0.20
C (-8.41, -1.52, -3.01)  -0.67
C (-7.20, -2.03, -3.67)  -0.57
O (-7.23, -1.81, -5.09)  -0.19
C (-8.27, -2.57, -5.69)  -0.39
C (-8.06, -2.71, -7.21)  -0.64
O (-7.61, -1.41, -7.69)  -0.16
C (-7.66, -1.44, -9.08)  -0.87
H (-10.76, -0.30, -2.64)  0.31
H (-10.13, 1.20, -3.54)  0.20
H (-9.45, 0.75, -1.99)  0.33
H (-9.19, -2.29, -2.90)  0.33
H (-8.22, -1.33, -1.95)  0.53
H (-7.21, -3.09, -3.45)  0.31
H (-6.27, -1.60, -3.30)  0.37
H (-9.21, -2.06, -5.49)  0.23
H (-8.28, -3.60, -5.32)  0.36
H (-9.03, -2.99, -7.61)  0.33
H (-7.29, -3.45, -7.41)  0.34
H (-6.96, -2.10, -9.59)  0.31
H (-7.39, -0.44, -9.38)  0.25
H (-8.64, -1.60, -9.54)  0.34
C (2.17, 12.32, 13.33)  -0.53
O (3.40, 13.02, 13.39)  -0.35
C (4.50, 12.16, 13.45)  -0.61
C (5.19, 12.01, 12.12)  -0.58
O (4.38, 11.22, 11.22)  -0.18
C (4.94, 11.10, 9.90)  -0.50
C (3.86, 10.37, 9.10)  -0.50
O (3.98, 8.92, 9.26)  -0.36
C (2.78, 8.23, 8.77)  -0.72
H (2.15, 11.74, 12.41)  0.16
H (1.35, 13.03, 13.21)  0.25
H (2.09, 11.69, 14.21)  0.27
H (4.42, 11.11, 13.76)  0.38
H (5.32, 12.60, 14.03)  0.37
H (6.09, 11.40, 12.21)  0.35
H (5.31, 13.01, 11.70)  0.37
H (5.90, 10.61, 10.03)  0.34
H (5.04, 12.14, 9.56)  0.32
H (4.04, 10.51, 8.04)  0.37
H (2.84, 10.67, 9.32)  0.32
H (1.99, 8.30, 9.51)  0.28
H (3.00, 7.17, 8.64)  0.27
H (2.49, 8.55, 7.77)  0.31
C (-0.78, -2.01, 12.50)  -1.21
C (-0.15, -2.26, 11.15)  0.33
C (-0.27, -3.73, 10.64)  -0.66
O (0.09, -3.80, 9.25)  -0.31
C (0.04, -5.18, 8.88)  -0.82
N (-0.74, -1.28, 10.21)  -0.77
H (-1.79, -1.62, 12.39)  0.31
H (-0.26, -1.27, 13.11)  0.30
H (-0.83, -2.95, 13.05)  0.33
H (0.91, -1.99, 11.19)  0.30
H (-1.32, -4.01, 10.75)  0.34
H (0.38, -4.36, 11.23)  0.33
H (0.98, -5.65, 9.16)  0.33
H (0.24, -5.13, 7.81)  0.32
H (-0.87, -5.76, 9.03)  0.29
H (-1.71, -1.52, 10.10)  0.25
H (-0.40, -1.47, 9.27)  0.32
C (-4.13, 4.70, -2.86)  -1.57
C (-4.83, 3.72, -3.80)  0.69
C (-5.83, 4.32, -4.70)  -0.88
O (-6.27, 3.38, -5.71)  -0.19
C (-7.43, 3.77, -6.35)  -0.84
N (-3.97, 2.80, -4.54)  -0.54
H (-3.47, 5.39, -3.39)  0.37
H (-3.46, 4.20, -2.15)  0.41
H (-4.88, 5.28, -2.32)  0.38
H (-5.41, 3.16, -3.07)  0.13
H (-5.40, 5.18, -5.22)  0.34
H (-6.65, 4.69, -4.09)  0.31
H (-8.36, 3.64, -5.80)  0.27
H (-7.50, 3.29, -7.33)  0.24
H (-7.50, 4.85, -6.51)  0.36
H (-3.39, 2.48, -3.78)  0.33
H (-3.28, 3.40, -4.96)  0.19